Entry 1:
The following is a quantum chemistry calculation of a cluster of 2 separate species, C3H7NO in total at a distorted geometry, from OMol25.

The geometry in XYZ format:
```
12
C3H7NO the ωB97M-V functional and the def2-TZVPD basis
C -0.858 -1.061 0.694
C -0.328 -1.718 1.710
O -0.805 -2.711 2.480
H -0.253 -0.455 0.035
H -1.916 -0.882 0.526
H 0.757 -1.625 1.823
H -0.154 -3.398 2.642
C 0.733 1.969 -2.081
N 0.613 3.197 -2.300
H 0.294 1.278 -2.801
H 1.196 1.561 -1.200
H 0.723 3.844 -1.528
```

## Properties
- spin multiplicity = 1
- frontier orbital gap (eV) = 10.0
- HOMO level (eV) = -9.333
- energy relative to the best compared isomer or geometry (same formula, charge and spin) (kcal/mol) = 72.8
- structure (SMILES) = C=CO.C=N
- LUMO level (Eh) = 0.025

Here are the natural (NBO) charges for atoms 1 to 5, given in e: -0.505, 0.157, -0.692, 0.202, 0.204

---

Entry 2:
The following is a quantum chemistry calculation of a cluster of 5 separate species, C56H120F6O4P3 in total at a distorted geometry, from OMol25.

The geometry in XYZ format:
```
189
C56H120F6O4P3 the ωB97M-V functional and the def2-TZVPD basis
C -21.552 2.235 -11.410
C -20.308 1.417 -11.085
C -20.532 -0.088 -10.741
C -19.354 -0.978 -11.196
P -19.550 -1.605 -12.874
C -18.005 -2.425 -13.332
C -17.971 -2.973 -14.740
C -16.749 -3.833 -14.876
C -16.491 -4.266 -16.409
C -19.972 -0.345 -14.058
C -18.962 0.777 -14.412
C -19.566 2.160 -14.779
C -18.680 3.416 -14.432
C -20.859 -2.955 -12.736
C -20.629 -4.044 -11.661
C -21.895 -4.973 -11.473
C -21.504 -6.340 -10.762
H -22.062 2.431 -10.467
H -22.225 1.781 -12.138
H -21.264 3.257 -11.655
H -19.765 1.849 -10.244
H -19.731 1.464 -12.008
H -21.497 -0.354 -11.172
H -20.597 -0.264 -9.667
H -19.197 -1.836 -10.542
H -18.408 -0.439 -11.142
H -17.717 -3.169 -12.590
H -17.222 -1.674 -13.231
H -18.066 -2.205 -15.507
H -18.847 -3.577 -14.977
H -16.862 -4.737 -14.277
H -15.810 -3.366 -14.579
H -15.459 -4.603 -16.515
H -16.511 -3.340 -16.983
H -17.156 -5.025 -16.821
H -20.938 0.085 -13.793
H -20.153 -0.930 -14.959
H -18.433 0.547 -15.337
H -18.060 0.931 -13.819
H -20.457 2.286 -14.163
H -19.928 2.247 -15.804
H -17.627 3.250 -14.661
H -18.788 3.820 -13.425
H -19.048 4.186 -15.110
H -20.971 -3.226 -13.785
H -21.761 -2.404 -12.470
H -20.271 -3.900 -10.642
H -19.795 -4.665 -11.990
H -22.478 -5.236 -12.356
H -22.686 -4.492 -10.897
H -21.288 -6.223 -9.701
H -20.521 -6.660 -11.109
H -22.217 -7.151 -10.915
C -17.516 -10.655 -13.141
C -16.511 -10.587 -12.008
C -16.436 -11.865 -11.113
C -15.407 -11.878 -9.972
P -13.738 -12.535 -10.254
C -13.763 -14.364 -10.622
C -14.048 -14.633 -12.106
C -13.789 -16.025 -12.603
C -14.401 -17.146 -11.755
C -13.085 -11.557 -11.454
C -12.956 -10.019 -11.167
C -12.373 -9.076 -12.201
C -10.797 -9.288 -12.378
C -12.860 -12.351 -8.587
C -13.677 -12.419 -7.298
C -12.741 -12.725 -6.124
C -11.840 -11.595 -5.717
H -18.465 -10.640 -12.605
H -17.322 -11.561 -13.715
H -17.367 -9.773 -13.763
H -16.778 -9.777 -11.330
H -15.555 -10.199 -12.358
H -16.096 -12.623 -11.819
H -17.401 -12.172 -10.707
H -15.715 -12.559 -9.179
H -15.213 -10.898 -9.538
H -14.518 -14.773 -9.951
H -12.804 -14.771 -10.301
H -13.579 -13.892 -12.753
H -15.099 -14.540 -12.377
H -12.738 -16.302 -12.685
H -14.087 -16.047 -13.652
H -15.462 -17.069 -11.519
H -14.025 -17.000 -10.742
H -14.178 -18.139 -12.146
H -13.862 -11.671 -12.211
H -12.185 -11.990 -11.890
H -12.257 -9.806 -10.358
H -13.876 -9.511 -10.877
H -12.535 -8.072 -11.809
H -12.880 -9.117 -13.166
H -10.287 -9.277 -11.415
H -10.219 -8.579 -12.970
H -10.667 -10.270 -12.834
H -12.449 -11.342 -8.625
H -11.983 -12.992 -8.674
H -14.422 -13.213 -7.344
H -14.197 -11.466 -7.205
H -12.047 -13.554 -6.259
H -13.449 -13.068 -5.370
H -10.859 -11.603 -6.193
H -11.650 -11.623 -4.645
H -12.148 -10.616 -6.083
C -15.856 -0.388 -5.293
C -15.391 -0.193 -6.671
C -14.045 -0.853 -6.840
C -13.322 -0.606 -8.261
P -11.714 -1.404 -8.583
C -11.663 -1.928 -10.279
C -10.182 -1.992 -10.817
C -9.851 -3.330 -11.614
C -8.495 -3.157 -12.356
C -10.466 -0.111 -8.204
C -10.617 0.831 -6.957
C -9.203 1.421 -6.362
C -8.569 2.480 -7.335
C -11.268 -2.882 -7.478
C -10.873 -2.518 -6.024
C -10.267 -3.793 -5.349
C -11.436 -4.781 -4.969
H -16.323 0.502 -4.873
H -15.088 -0.695 -4.582
H -16.565 -1.213 -5.226
H -15.201 0.825 -7.010
H -16.147 -0.567 -7.361
H -14.099 -1.923 -6.639
H -13.316 -0.389 -6.176
H -13.195 0.418 -8.609
H -13.961 -1.124 -8.977
H -12.201 -1.109 -10.757
H -12.181 -2.885 -10.208
H -9.446 -1.825 -10.031
H -9.918 -1.150 -11.457
H -10.578 -3.454 -12.417
H -9.856 -4.204 -10.962
H -8.640 -2.535 -13.240
H -7.916 -4.017 -12.693
H -7.829 -2.646 -11.661
H -10.454 0.544 -9.075
H -9.475 -0.564 -8.215
H -11.171 0.408 -6.119
H -11.307 1.608 -7.285
H -8.432 0.733 -6.014
H -9.623 2.033 -5.564
H -7.998 3.175 -6.719
H -9.343 3.095 -7.795
H -7.867 2.160 -8.105
H -10.492 -3.420 -8.023
H -12.078 -3.611 -7.442
H -11.752 -2.117 -5.519
H -10.151 -1.702 -6.015
H -9.820 -3.376 -4.447
H -9.439 -4.172 -5.947
H -11.126 -5.610 -4.333
H -11.973 -5.161 -5.838
H -12.109 -4.394 -4.204
C -17.300 -5.754 -7.868
O -18.270 -4.905 -7.187
O -16.528 -4.895 -8.690
C -16.725 -6.791 -6.850
F -17.604 -7.823 -6.583
F -15.600 -7.372 -7.367
F -16.454 -6.243 -5.613
C -19.274 -5.420 -6.260
C -20.341 -4.462 -6.164
H -21.098 -4.700 -5.416
H -19.927 -3.482 -5.930
H -20.867 -4.417 -7.118
H -18.757 -5.555 -5.310
H -19.701 -6.310 -6.723
H -17.886 -6.287 -8.617
C -22.437 -10.892 2.192
O -22.168 -9.815 1.295
O -22.802 -12.071 1.452
C -21.306 -10.989 3.316
F -20.182 -11.552 2.831
F -20.908 -9.829 3.897
F -21.635 -11.714 4.307
C -21.165 -9.825 0.333
C -20.962 -8.417 0.012
H -20.288 -8.274 -0.833
H -21.909 -7.915 -0.186
H -20.652 -7.856 0.893
H -21.508 -10.200 -0.632
H -20.250 -10.348 0.613
H -23.249 -10.442 2.763
```

## Properties
- spin multiplicity = 1
- frontier orbital gap (eV) = 2.3
- total charge = +1
- HOMO level (eV) = -4.790
- LUMO level (Eh) = -0.093

Here are the Löwdin charges for atoms 1 to 5, given in e: -0.107, -0.250, -0.210, -0.263, 1.011

---

Entry 3:
The following is a quantum chemistry calculation of the molecule C16H17BrN4O4S at a distorted geometry, from OMol25.

The geometry in XYZ format:
```
43
C16H17BrN4O4S the ωB97M-V functional and the def2-TZVPD basis
C 0.639 1.793 -7.391
C -0.412 0.799 -6.962
O -1.240 0.376 -7.739
C -0.389 0.359 -5.545
C 0.564 0.778 -4.619
C 0.533 0.329 -3.314
C -0.462 -0.554 -2.902
N -0.549 -1.052 -1.600
C 0.242 -0.791 -0.523
O 1.200 -0.047 -0.537
C -0.220 -1.531 0.723
C 0.733 -1.295 1.902
N 0.891 0.100 2.247
S -0.409 0.858 2.959
O -1.668 0.365 2.468
O -0.147 2.269 2.875
C -0.205 0.317 4.642
C -0.985 -0.706 5.128
C -0.756 -1.146 6.427
Br -1.782 -2.561 7.157
C 0.241 -0.535 7.175
N 0.975 0.454 6.713
C 0.780 0.898 5.466
N 1.574 1.884 5.019
C -1.423 -0.978 -3.823
C -1.383 -0.527 -5.122
H 1.632 1.368 -7.260
H 0.565 2.699 -6.794
H 0.491 2.039 -8.440
H 1.348 1.461 -4.907
H 1.277 0.659 -2.608
H -1.333 -1.672 -1.445
H -0.289 -2.601 0.515
H -1.209 -1.156 0.995
H 1.726 -1.685 1.663
H 0.356 -1.808 2.789
H 1.260 0.628 1.464
H -1.756 -1.129 4.503
H 0.452 -0.849 8.188
H 2.165 2.342 5.692
H 1.294 2.361 4.173
H -2.200 -1.662 -3.510
H -2.120 -0.849 -5.841
```

## Properties
- spin multiplicity = 1
- frontier orbital gap (eV) = 8.8
- HOMO level (eV) = -8.648
- energy relative to the best compared isomer or geometry (same formula, charge and spin) (kcal/mol) = 0.5
- structure (SMILES) = CC(=O)c1ccc(NC(=O)CCNS(=O)(=O)c2cc(Br)cnc2N)cc1
- LUMO level (Eh) = 0.007

Here are the natural (NBO) charges for atoms 1 to 5, given in e: -0.717, 0.578, -0.542, -0.201, -0.170

---

Entry 4:
The following is a quantum chemistry calculation of a structure of composition C4H6MgO7 at a distorted geometry, from OMol25.

The geometry in XYZ format:
```
18
C4H6MgO7 the ωB97M-V functional and the def2-TZVPD basis
O 2.673 2.045 -0.641
C 2.483 0.807 -0.441
O 3.479 0.055 -0.210
O 1.250 0.387 -0.324
O -1.341 -0.779 -0.326
C -2.533 -0.263 0.066
O -3.020 -0.574 1.149
O -3.301 -0.267 -1.053
C -0.383 -1.023 0.693
C 1.001 -0.962 0.105
Mg 4.644 1.656 -0.593
H -4.208 -0.063 -0.796
H -0.591 -2.018 1.108
H -0.435 -0.311 1.529
H 1.095 -1.621 -0.767
H 1.729 -1.243 0.873
O -1.694 2.178 0.024
H -0.849 1.996 -0.397
```

## Properties
- spin multiplicity = 1
- frontier orbital gap (spin up / spin down) (eV) = 4.5 / 10.2
- HOMO level (spin up / spin down) (eV) = -6.709 / -10.792
- energy relative to the best compared isomer or geometry (same formula, charge and spin) (kcal/mol) = 34.3
- LUMO level (spin up / spin down) (Eh) = -0.083 / -0.022

Here are the natural (NBO) charges for atoms 1 to 5, given in e: -0.858, 0.948, -0.878, -0.509, -0.511

---

The E_tot results, record by record, are as follows: -6759.5921 -112363.9905 -111897.0157 -24020.5293 eV.